No. 1
C49H43FMgN10O4 | the ωB97M-V functional and the def2-TZVPD basis

Geometry (Å):
Mg -0.095 0.398 -0.317
N -5.218 -8.407 -0.842
C -4.618 -7.434 -0.752
C -3.883 -6.231 -0.651
C -3.653 -5.648 0.595
C -2.943 -4.467 0.676
C -2.461 -3.850 -0.476
C -2.688 -4.443 -1.714
C -3.392 -5.625 -1.808
C -1.754 -2.552 -0.386
C -0.414 -2.582 -0.005
C 0.367 -3.746 0.264
C 1.644 -3.308 0.504
C 1.609 -1.903 0.376
N 0.397 -1.475 0.085
C -2.494 -1.423 -0.734
C -3.794 -1.420 -1.324
C -4.080 -0.112 -1.617
C -2.970 0.634 -1.170
N -2.043 -0.130 -0.636
H -4.041 -6.121 1.486
H -2.766 -4.008 1.637
H -2.309 -3.960 -2.602
H -3.577 -6.080 -2.770
H 0.010 -4.761 0.261
H 2.510 -3.903 0.731
H 2.415 -1.207 0.502
H -4.397 -2.284 -1.533
H -4.957 0.284 -2.095
H -2.835 1.696 -1.255
C 3.828 1.008 -6.841
C 3.654 -0.387 -6.236
C 3.319 -1.459 -7.270
C 1.965 -1.180 -7.907
C 0.928 -1.011 -6.835
C -0.396 -1.290 -7.095
C -1.355 -1.152 -6.097
F -2.637 -1.450 -6.394
C -1.020 -0.728 -4.837
C 0.318 -0.444 -4.548
C 0.656 0.020 -3.195
O -0.240 0.208 -2.367
C 2.049 0.244 -2.965
C 2.939 0.055 -3.972
N 2.615 -0.344 -5.219
C 1.304 -0.593 -5.541
C 2.564 0.759 -1.616
O 3.777 0.896 -1.493
O 1.687 1.057 -0.763
H 4.519 0.973 -7.679
H 4.225 1.687 -6.091
H 2.875 1.405 -7.182
H 4.586 -0.667 -5.731
H 3.287 -2.432 -6.774
H 4.104 -1.488 -8.024
H 1.679 -1.998 -8.570
H 2.020 -0.276 -8.521
H -0.703 -1.625 -8.073
H -1.754 -0.609 -4.055
H 3.986 0.243 -3.775
O -0.458 2.403 -0.383
C -1.190 3.537 -0.021
C -0.755 4.151 1.316
C -0.319 3.074 2.313
C -1.334 1.985 2.498
C -2.455 2.213 3.296
C -3.332 1.171 3.541
C -3.043 -0.070 2.994
C -1.911 -0.194 2.203
N -1.089 0.808 1.940
H 0.495 2.552 -0.344
H -2.234 3.218 0.058
H -1.121 4.300 -0.815
H -1.587 4.734 1.715
H 0.086 4.827 1.159
H -0.141 3.548 3.283
H 0.604 2.613 1.970
H -2.624 3.190 3.725
H -4.213 1.312 4.152
H -3.682 -0.922 3.171
H -1.634 -1.144 1.776
C 0.898 -0.976 3.902
C 1.728 0.167 3.445
N 1.901 0.520 2.205
C 2.774 1.564 2.208
C 3.142 1.851 3.485
N 2.461 0.962 4.285
C 2.565 0.897 5.718
N 2.433 2.198 6.305
N 3.491 2.866 6.801
N 3.143 4.000 7.231
C 1.803 4.159 7.033
C 0.936 5.210 7.325
C -0.382 5.044 6.972
C -0.847 3.877 6.348
C -0.011 2.822 6.058
C 1.321 2.980 6.413
H 0.549 -1.493 3.014
H 0.033 -0.646 4.480
H 1.485 -1.665 4.510
H 3.098 2.000 1.286
H 3.797 2.583 3.908
H 3.549 0.515 6.019
H 1.780 0.234 6.104
H 1.298 6.102 7.810
H -1.089 5.834 7.176
H -1.894 3.806 6.092
H -0.368 1.930 5.566

Atomic forces in eV per Å
Mg -0.211 0.417 0.140
N -0.170 -0.288 -0.017
C -0.336 -0.536 -0.014
C 0.513 0.813 0.031
C -0.086 -0.163 -0.140
C 0.088 0.127 -0.075
C -0.187 -0.266 -0.028
C 0.112 0.131 0.094
C -0.105 -0.127 0.113
C 0.247 0.153 -0.075
C -0.182 -0.646 0.091
C -0.108 0.032 0.007
C 0.062 -0.231 0.025
C 0.113 -0.225 0.031
N 0.132 -0.239 0.139
C -0.510 -0.317 -0.059
C 0.077 -0.060 -0.016
C -0.194 -0.017 -0.069
C -0.191 -0.006 0.052
N -0.282 0.038 0.101
H 0.004 -0.021 0.029
H 0.018 0.047 0.079
H 0.025 0.041 -0.105
H 0.005 -0.040 -0.037
H -0.039 -0.097 -0.008
H 0.098 -0.070 0.021
H 0.189 0.150 0.006
H -0.114 -0.107 0.006
H -0.153 0.019 -0.054
H 0.044 0.234 -0.017
C 0.034 -0.240 0.104
C 0.458 0.078 -0.463
C -0.041 0.085 0.029
C 0.144 -0.031 0.009
C -0.045 -0.043 -0.035
C -0.065 0.062 0.203
C 0.125 0.109 0.244
F 0.126 0.040 0.028
C -0.101 -0.108 -0.257
C 0.040 -0.025 -0.234
C 0.424 0.033 -0.556
O -0.204 -0.138 -0.379
C -0.058 0.097 0.690
C -0.064 -0.043 -0.036
N 0.339 0.035 0.560
C -0.899 -0.123 0.121
C 0.765 -0.075 -1.163
O 0.142 -0.030 0.076
O -0.121 0.534 0.869
H 0.094 0.034 -0.112
H 0.026 0.101 0.048
H -0.100 0.040 -0.081
H -0.179 0.005 -0.026
H 0.063 -0.014 0.003
H 0.049 -0.013 0.017
H 0.003 0.041 -0.008
H -0.009 -0.008 -0.034
H -0.018 -0.053 -0.138
H -0.141 0.000 0.091
H 0.073 0.008 -0.003
O 0.289 0.015 -0.170
C -0.652 0.914 0.280
C 0.131 -0.300 -0.185
C -0.133 0.192 -0.131
C -0.077 0.425 0.502
C -0.035 -0.158 -0.025
C 0.075 -0.044 -0.126
C 0.089 -0.041 -0.005
C -0.503 -0.260 0.417
N 0.231 0.004 -0.223
H 0.434 0.319 -0.308
H 0.160 0.019 -0.062
H -0.116 -0.241 0.153
H 0.013 0.073 -0.039
H 0.000 0.113 0.020
H 0.144 -0.045 -0.065
H 0.002 0.061 0.157
H 0.036 0.091 0.010
H -0.028 0.034 0.029
H -0.019 -0.074 -0.011
H -0.070 -0.175 -0.076
C 0.001 0.056 0.061
C -0.049 -0.065 0.309
N -0.232 -0.374 -0.271
C 0.422 0.102 0.335
C 0.097 0.191 -0.135
N -0.114 -0.007 -0.255
C 0.291 -0.367 0.132
N -0.686 0.369 0.167
N 0.944 -0.840 -0.155
N 0.327 0.684 0.368
C -0.840 -0.857 -0.563
C 0.113 -0.149 -0.034
C -0.076 0.263 0.089
C 0.021 -0.203 -0.057
C -0.154 -0.057 -0.083
C 0.383 0.720 0.394
H -0.044 -0.102 -0.015
H -0.063 -0.033 0.036
H -0.051 -0.094 0.018
H 0.130 0.180 -0.249
H 0.195 0.213 0.065
H -0.265 0.108 0.014
H 0.205 0.153 -0.109
H 0.015 0.140 0.041
H -0.058 0.077 0.030
H -0.090 -0.018 -0.020
H -0.114 -0.118 -0.075

Properties
frontier orbital gap = 6.8 eV
lowest unoccupied orbital energy = -0.32 eV
highest occupied orbital energy = -0.263 Ha
relative energy (zero: lowest compared OMol25 entry of this formula, charge and spin) = 15.5 kcal/mol
energy = -82769.320 eV



No. 2
C4H8N3OS | the ωB97M-V functional and the def2-TZVPD basis

Geometry (Å):
C 1.809 0.642 -0.461
C 2.377 -0.559 -0.283
C 0.510 1.021 -0.246
C -1.728 -0.076 0.119
N -0.420 -0.160 0.039
N -2.283 1.179 0.623
N 1.719 -1.584 0.330
O 0.024 2.134 -0.336
S -2.845 -1.254 -0.356
H 2.334 1.274 -1.134
H 3.419 -0.741 -0.676
H 0.087 -0.991 -0.319
H -1.551 1.838 0.660
H -3.193 1.299 0.557
H 2.390 -2.303 0.672
H 1.154 -1.342 1.072
H -3.802 -0.377 -0.262

Atomic forces in eV per Å
C 2.430 -0.536 -1.533
C 0.657 -0.037 -0.167
C -3.848 1.592 0.865
C -2.005 4.955 1.587
N 1.464 0.279 -0.766
N 6.909 -6.325 -1.280
N 3.533 -2.451 -0.417
O 0.654 -1.373 0.220
S 0.638 -1.445 -0.294
H 0.497 0.959 0.054
H -1.412 0.035 0.476
H -1.362 0.040 0.154
H 0.201 1.717 0.072
H -4.934 1.183 -0.262
H -0.922 0.397 -0.635
H -1.389 0.670 1.881
H -1.113 0.340 0.045

Properties
frontier orbital gap = 9.1 eV
lowest unoccupied orbital energy = -4.49 eV
charge = +1
highest occupied orbital energy = -0.501 Ha
relative energy (zero: lowest compared OMol25 entry of this formula, charge and spin) = 37.9 kcal/mol
energy = -21623.116 eV